Entry 1:
51
Properties=species:S:1:pos:R:3:nbo_charge:R:1 method="wB97M-V/def2-TZVPD" total_energy_ha=-2006.18253 multiplicity=4 homo_ev="-7.3 / -7.4" charge=0 homo_lumo_gap_ev="7.8 / 7.8" molar_mass_g_mol=474.69
O -5.2980 1.1349 -2.0084 -0.57
C -6.4272 0.1735 -2.3421 -0.08
C -7.3024 1.2064 -2.9779 -0.47
H -6.8341 -0.2422 -1.4104 0.20
H -6.1009 -0.6091 -3.0255 0.19
C -6.1572 2.1558 -2.5748 0.27
H -8.2536 1.3821 -2.4792 0.22
H -7.4564 1.0797 -4.0495 0.21
C -6.5687 3.0985 -1.4625 -0.62
H -7.1054 2.5446 -0.6741 0.21
H -7.2373 3.8793 -1.8567 0.21
H -5.6915 3.6050 -1.0276 0.22
C -5.5872 2.9714 -3.7376 -0.64
H -5.3504 2.3614 -4.6363 0.21
H -4.7102 3.5757 -3.4351 0.22
H -6.3889 3.6855 -4.0417 0.22
Er -1.5452 0.4877 -0.3454 1.82
C 1.1613 0.1689 -0.8305 -0.37
C 0.7249 -1.1889 -0.7228 -0.33
C -0.0173 -1.5017 -1.8962 -0.34
H 0.9837 -1.8866 0.0700 0.23
C 0.0104 -0.3683 -2.7632 -0.31
C 0.6855 0.6832 -2.0769 -0.38
H 0.8973 1.6659 -2.4948 0.22
H 1.8298 0.6704 -0.1384 0.23
H -0.4819 -2.4588 -2.1176 0.22
H -0.2957 -0.3674 -3.8111 0.21
C -0.2480 1.8571 1.4437 -0.33
C -0.5436 2.7362 0.3632 -0.35
C -1.9742 2.8976 0.3031 -0.39
H 0.1849 3.2404 -0.2799 0.24
C -2.5569 2.0956 1.3353 -0.38
C -1.4890 1.4416 2.0430 -0.35
H -1.5992 0.7888 2.9207 0.25
H 0.7375 1.5749 1.8160 0.24
H -2.5222 3.5722 -0.3627 0.24
H -3.6141 2.0532 1.6100 0.24
O -2.8811 0.0817 -2.1345 -0.61
C -3.1248 0.5550 -3.4816 -0.07
C -3.7936 -0.5972 -4.2151 -0.44
H -2.1670 0.8174 -3.9363 0.20
H -3.7424 1.4548 -3.4072 0.21
C -3.6967 -1.8083 -3.2433 -0.43
H -3.2259 -0.7711 -5.1310 0.22
H -4.8203 -0.3409 -4.4962 0.20
C -3.7327 -1.1288 -1.9135 -0.08
H -2.7792 -2.3913 -3.3485 0.23
H -4.5378 -2.4705 -3.3427 0.22
H -3.4338 -1.6677 -1.0136 0.27
H -4.6788 -0.6874 -1.7095 0.19
F -2.2689 -1.1906 0.4360 -0.73

---

Entry 2:
54
Properties=species:S:1:pos:R:3:nbo_charge:R:1 method="wB97M-V/def2-TZVPD" e_above_lowest_ev=1.714 total_energy_ha=-2680.59400 multiplicity=5 homo_ev="-5.8 / -10.9" charge=+1 homo_lumo_gap_ev="2.0 / 4.3" molar_mass_g_mol=419.26
O 3.9221 1.8739 -0.7680 -0.42
C 3.4962 2.1985 0.2707 0.63
Fe 3.2904 2.6322 1.9587 -0.15
C 4.4588 1.4412 2.6001 0.65
O 5.3806 0.7410 2.7387 -0.39
C 4.6371 3.7781 1.8765 0.59
O 5.6297 4.3576 1.7010 -0.42
C 1.1337 1.5372 1.8724 -0.08
C 0.6966 2.7430 1.1236 -0.53
C 1.7631 3.7756 1.3362 -0.19
C 2.0182 4.1185 2.6914 -0.18
C 1.9951 3.0652 3.6011 -0.21
C 1.7228 1.7568 3.1171 -0.28
H 0.9140 0.5215 1.5370 0.25
H 0.5246 2.5542 0.0552 0.27
H -0.2389 3.1604 1.5537 0.28
H 1.9548 4.5184 0.5625 0.26
H 2.3547 5.1164 2.9916 0.27
H 2.3136 3.2091 4.6370 0.27
H 1.9483 0.9438 3.8184 0.26
C -4.6485 -2.1264 0.7003 -0.62
C -3.9694 -1.4609 -0.4927 0.12
C -4.4773 -2.1663 -1.7514 -0.62
C -4.3400 0.0102 -0.5689 -0.62
N -2.5031 -1.5891 -0.3352 -0.65
P -1.3198 -0.4033 -0.7644 0.66
H -0.5872 0.2209 0.4577 -0.10
N -0.2020 -1.6556 -1.0739 -0.66
C 1.0138 -1.5045 -1.8907 0.12
C 2.1776 -2.1493 -1.1455 -0.61
C 1.2654 -0.0211 -2.1175 -0.63
C 0.8365 -2.2051 -3.2370 -0.62
C -0.6639 -2.9010 -0.7148 -0.05
C -1.9756 -2.8615 -0.3028 0.00
H -4.2644 -1.7268 1.6455 0.22
H -5.7245 -1.9158 0.6464 0.22
H -4.5267 -3.2172 0.6984 0.21
H -4.0273 -1.7483 -2.6583 0.22
H -4.2901 -3.2466 -1.7257 0.21
H -5.5658 -2.0197 -1.8124 0.22
H -3.9571 0.4816 -1.4817 0.23
H -5.4355 0.0698 -0.5905 0.22
H -3.9846 0.5588 0.3086 0.22
H 2.0439 -3.2346 -1.0491 0.21
H 3.1023 -1.9697 -1.7079 0.22
H 2.2918 -1.7132 -0.1447 0.20
H 0.4692 0.4429 -2.7134 0.24
H 1.3778 0.5172 -1.1695 0.18
H 2.2082 0.0898 -2.6649 0.22
H -0.0133 -1.7847 -3.7882 0.22
H 1.7428 -2.0590 -3.8406 0.22
H 0.6804 -3.2836 -3.1115 0.21
H -0.0403 -3.7730 -0.8286 0.22
H -2.6084 -3.6975 -0.0500 0.22

---

Entry 3:
54
Properties=species:S:1:pos:R:3:nbo_charge:R:1 method="wB97M-V/def2-TZVPD" e_above_lowest_ev=4.541 total_energy_ha=-2119.48772 multiplicity=5 homo_ev="-7.1 / -4.4" charge=0 homo_lumo_gap_ev="6.9 / 3.2" molar_mass_g_mol=515.37
O 0.3558 1.1496 -2.8151 -0.54
C 1.6017 1.1541 -3.6005 -0.06
C 0.9572 1.9874 -4.7223 -0.46
H 1.9995 0.1499 -3.8220 0.19
H 2.3007 1.7036 -2.9663 0.19
C -0.1991 2.1788 -3.7086 0.26
H 0.7252 1.3818 -5.6096 0.19
H 1.4777 2.9136 -4.9993 0.22
C -1.6303 1.9561 -4.1584 -0.63
H -1.8592 0.8945 -4.3162 0.21
H -1.8556 2.5000 -5.0882 0.22
H -2.2936 2.3623 -3.3850 0.23
C -0.0138 3.4325 -2.8937 -0.63
H 1.0433 3.5537 -2.6340 0.21
H -0.5388 3.3295 -1.9396 0.23
H -0.3500 4.3399 -3.3941 0.21
Ho -0.9094 -1.7767 -2.5783 1.49
C 0.7742 1.7828 1.4159 -0.30
C 1.6970 0.7308 1.1216 -0.05
C 2.5294 1.1735 0.0596 -0.36
H 1.7641 -0.2269 1.6393 0.22
C 2.1177 2.4854 -0.3073 -0.13
C 1.0200 2.8680 0.5252 -0.25
H 0.4720 3.8163 0.4974 0.21
H 0.0235 1.7649 2.1974 0.22
H 3.3421 0.6196 -0.3977 0.22
H 2.5788 3.1036 -1.0692 0.20
C -1.5206 -1.3910 -0.0047 -0.38
C -1.7450 -0.1298 -0.6546 -0.38
C -2.9451 -0.2351 -1.4097 -0.39
H -1.1991 0.7950 -0.4610 0.24
C -3.4688 -1.5628 -1.2367 -0.37
C -2.5831 -2.2763 -0.3860 -0.36
H -2.7411 -3.2829 0.0140 0.23
H -0.7907 -1.5861 0.7795 0.23
H -3.4181 0.5889 -1.9511 0.21
H -4.4145 -1.9446 -1.6453 0.22
O -0.2266 -1.8730 -4.5710 -0.65
C -0.6655 -1.3368 -5.9481 -0.05
C 0.1207 -2.1475 -6.9719 -0.44
H -0.3642 -0.2851 -5.9738 0.20
H -1.7631 -1.4201 -5.9892 0.21
C 1.0777 -3.0882 -6.2274 -0.43
H 0.7066 -1.4949 -7.6256 0.23
H -0.5931 -2.7121 -7.5688 0.22
C 0.8889 -2.8428 -4.7305 -0.08
H 2.1206 -2.8735 -6.5026 0.23
H 0.8012 -4.1200 -6.4565 0.23
H 1.7754 -2.3658 -4.2958 0.21
H 0.6491 -3.7409 -4.1385 0.22
O 1.4326 -2.6231 0.2090 -0.37
N 0.8814 -2.4722 -0.8512 0.69
O 1.1035 -1.4349 -1.6523 -0.60
O 0.0465 -3.3625 -1.3649 -0.59

---

Copy entry 1 word for word.
51
Properties=species:S:1:pos:R:3:nbo_charge:R:1 method="wB97M-V/def2-TZVPD" total_energy_ha=-2006.18253 multiplicity=4 homo_ev="-7.3 / -7.4" charge=0 homo_lumo_gap_ev="7.8 / 7.8" molar_mass_g_mol=474.69
O -5.2980 1.1349 -2.0084 -0.57
C -6.4272 0.1735 -2.3421 -0.08
C -7.3024 1.2064 -2.9779 -0.47
H -6.8341 -0.2422 -1.4104 0.20
H -6.1009 -0.6091 -3.0255 0.19
C -6.1572 2.1558 -2.5748 0.27
H -8.2536 1.3821 -2.4792 0.22
H -7.4564 1.0797 -4.0495 0.21
C -6.5687 3.0985 -1.4625 -0.62
H -7.1054 2.5446 -0.6741 0.21
H -7.2373 3.8793 -1.8567 0.21
H -5.6915 3.6050 -1.0276 0.22
C -5.5872 2.9714 -3.7376 -0.64
H -5.3504 2.3614 -4.6363 0.21
H -4.7102 3.5757 -3.4351 0.22
H -6.3889 3.6855 -4.0417 0.22
Er -1.5452 0.4877 -0.3454 1.82
C 1.1613 0.1689 -0.8305 -0.37
C 0.7249 -1.1889 -0.7228 -0.33
C -0.0173 -1.5017 -1.8962 -0.34
H 0.9837 -1.8866 0.0700 0.23
C 0.0104 -0.3683 -2.7632 -0.31
C 0.6855 0.6832 -2.0769 -0.38
H 0.8973 1.6659 -2.4948 0.22
H 1.8298 0.6704 -0.1384 0.23
H -0.4819 -2.4588 -2.1176 0.22
H -0.2957 -0.3674 -3.8111 0.21
C -0.2480 1.8571 1.4437 -0.33
C -0.5436 2.7362 0.3632 -0.35
C -1.9742 2.8976 0.3031 -0.39
H 0.1849 3.2404 -0.2799 0.24
C -2.5569 2.0956 1.3353 -0.38
C -1.4890 1.4416 2.0430 -0.35
H -1.5992 0.7888 2.9207 0.25
H 0.7375 1.5749 1.8160 0.24
H -2.5222 3.5722 -0.3627 0.24
H -3.6141 2.0532 1.6100 0.24
O -2.8811 0.0817 -2.1345 -0.61
C -3.1248 0.5550 -3.4816 -0.07
C -3.7936 -0.5972 -4.2151 -0.44
H -2.1670 0.8174 -3.9363 0.20
H -3.7424 1.4548 -3.4072 0.21
C -3.6967 -1.8083 -3.2433 -0.43
H -3.2259 -0.7711 -5.1310 0.22
H -4.8203 -0.3409 -4.4962 0.20
C -3.7327 -1.1288 -1.9135 -0.08
H -2.7792 -2.3913 -3.3485 0.23
H -4.5378 -2.4705 -3.3427 0.22
H -3.4338 -1.6677 -1.0136 0.27
H -4.6788 -0.6874 -1.7095 0.19
F -2.2689 -1.1906 0.4360 -0.73